# 1
Here is a structure of composition C34H47As2N3O12PV from the Open Molecules 2025 dataset. Energies are from ωB97M-V with the def2-TZVPD basis set.

Summary:
E_LUMO = -13.2 eV
energy relative to the best compared isomer or geometry (same formula, charge and spin) = 0.00 kcal per mole
HOMO = -18.698 eV
net charge = +4
E = -8146.379762 Eh
M = 921.5 g mol⁻¹
largest force on an atom = 0.010 Eh/bohr
HOMO-LUMO gap = 5.5 eV

Last column: Mulliken charge in e.
Geometry (Å):
1 V 0.73157 0.48091 -0.52066  -0.356
2 O -1.17322 0.24299 -1.00351  0.045
3 C -2.21516 -0.05407 0.04454  3.224
4 C -1.38948 -0.63235 1.20166  -0.671
5 O -1.54183 -1.23028 2.15967  -0.250
6 O 0.19001 -0.18943 0.86860  -0.653
7 C -3.12279 -1.16097 -0.44537  -0.323
8 C -4.28516 -1.41159 0.28692  -0.371
9 C -5.13893 -2.42560 -0.11033  -1.019
10 C -4.84644 -3.18062 -1.24095  -0.557
11 C -3.68749 -2.93446 -1.96332  -1.062
12 C -2.81208 -1.93525 -1.56066  -0.226
13 C -2.85843 1.23461 0.46399  -0.181
14 C -4.00948 1.66254 -0.19869  -0.246
15 C -4.57673 2.88334 0.13336  -0.977
16 C -4.01454 3.66513 1.13334  -0.623
17 C -2.87041 3.23802 1.80114  -0.956
18 C -2.28697 2.03004 1.46211  -0.266
19 H -1.63192 0.60507 -1.78285  0.413
20 H -4.52817 -0.81583 1.15842  0.555
21 H -6.04139 -2.61730 0.45386  0.476
22 H -5.52806 -3.95719 -1.56114  0.483
23 H -3.46615 -3.51662 -2.84755  0.519
24 H -1.90605 -1.77415 -2.13122  0.434
25 H -4.47616 1.03956 -0.95178  0.546
26 H -5.47418 3.21225 -0.37289  0.483
27 H -4.48088 4.60132 1.41025  0.484
28 H -2.46109 3.83720 2.60335  0.526
29 H -1.41227 1.69080 2.01328  0.506
30 C 3.57497 -8.41232 -0.52707  -0.747
31 O 2.20826 -8.11841 -0.98675  -0.302
32 C 1.66926 -6.97391 -0.98300  0.099
33 O 0.41353 -6.87354 -1.16415  -0.567
34 C 2.17314 -5.59953 -0.71835  0.486
35 C 3.29326 -5.01847 -1.13558  0.690
36 As 4.06940 -3.21715 -0.86752  0.518
37 C 4.60489 -2.88014 -2.70739  -1.314
38 C 2.45216 -2.05509 -0.51529  0.308
39 C 1.96719 -0.97758 -1.15226  1.692
40 As 0.28830 -5.05195 -0.37839  0.598
41 C -0.02566 -5.81835 1.37866  -0.996
42 C 2.05272 -0.52084 -2.55582  0.563
43 O 2.67469 -0.81523 -3.50572  -0.467
44 O 1.07293 0.50098 -2.57085  0.085
45 C 0.89894 1.27596 -3.81544  -0.955
46 C 1.99793 -2.36225 0.88698  0.528
47 O 1.11444 -3.17520 1.07257  -0.301
48 O 2.67974 -1.74455 1.80577  -0.132
49 C 2.39690 -2.10520 3.19851  -0.800
50 C 4.49501 -5.74971 -1.70205  -0.044
51 O 5.53225 -5.55183 -1.12243  -0.518
52 O 4.41435 -6.53000 -2.75632  -0.320
53 C 3.30910 -6.54675 -3.69005  -0.676
54 H 4.18761 -8.59502 -1.40312  0.301
55 H 3.47380 -9.31366 0.06709  0.355
56 H 3.95330 -7.59002 0.07526  0.407
57 H 5.47473 -3.51764 -2.86950  0.457
58 H 4.92710 -1.84671 -2.79880  0.445
59 H 3.82963 -3.09580 -3.43516  0.433
60 H 0.88495 -6.19662 1.83820  0.358
61 H -0.73763 -6.63335 1.24414  0.452
62 H -0.47321 -5.05884 2.01421  0.280
63 H 0.42142 0.63624 -4.55184  0.279
64 H 1.87867 1.59500 -4.15854  0.344
65 H 0.27578 2.12671 -3.55816  0.416
66 H 2.87447 -3.05871 3.40749  0.371
67 H 1.32418 -2.16195 3.35868  0.391
68 H 2.84692 -1.31887 3.79321  0.273
69 H 2.74287 -7.46516 -3.55236  0.273
70 H 3.75784 -6.54796 -4.67834  0.317
71 H 2.67217 -5.67185 -3.57122  0.345
72 C 2.81886 5.59633 -0.09050  -0.969
73 N 1.95227 4.39912 -0.00947  0.418
74 C 0.53596 4.66385 -0.28211  -0.885
75 P 2.52185 3.05061 0.65039  -0.327
76 O 1.67095 1.87585 -0.14090  -0.507
77 N 2.26867 2.91993 2.23075  0.186
78 C 1.45824 3.88130 2.99810  -0.903
79 C 2.64271 1.70787 2.97443  -1.329
80 N 4.05590 2.72285 0.31205  0.472
81 C 5.17244 2.94730 1.25160  -0.931
82 C 4.47711 2.53980 -1.08502  -0.976
83 H 2.47406 6.35469 0.61308  0.340
84 H 2.77664 6.00161 -1.10041  0.344
85 H 3.85003 5.34482 0.14633  0.318
86 H 0.15833 5.43719 0.38883  0.377
87 H -0.06740 3.76770 -0.13458  0.080
88 H 0.42394 5.01319 -1.30857  0.305
89 H 1.34755 4.81416 2.45336  0.320
90 H 1.96862 4.09285 3.93685  0.354
91 H 0.47335 3.46718 3.22136  0.256
92 H 1.74441 1.17933 3.30257  0.391
93 H 3.22393 1.98487 3.85351  0.437
94 H 3.24446 1.04477 2.35279  0.383
95 H 4.80260 3.20304 2.23973  0.304
96 H 5.79515 3.76485 0.88731  0.397
97 H 5.77886 2.04475 1.31557  0.340
98 H 3.61308 2.43586 -1.74032  0.185
99 H 5.10092 1.64930 -1.16382  0.357
100 H 5.05717 3.40082 -1.41955  0.379

# 2
Here is a structure of composition C34H47BeN2O3P3Si2 from the Open Molecules 2025 dataset. Energies are from ωB97M-V with the def2-TZVPD basis set.

Summary:
E_LUMO = 0.7 eV
HOMO = -7.476 eV
E = -3277.089676 Eh
M = 689.9 g mol⁻¹
largest force on an atom = 0.009 Eh/bohr
HOMO-LUMO gap = 8.2 eV

Last column: natural (NBO) charge in e.
Geometry (Å):
1 Be 0.05570 0.40237 -0.90573  1.577
2 C 4.36150 -1.28810 -1.28060  -1.140
3 Si 2.68985 -0.93672 -2.06528  1.852
4 C 2.07750 -2.47024 -2.96462  -1.131
5 C 2.92436 0.38432 -3.37902  -1.133
6 N 1.54396 -0.38014 -0.90087  -1.773
7 P 1.51748 -0.26840 0.73805  1.830
8 C 0.08982 0.52909 1.07449  -1.740
9 P -1.39766 -0.18297 0.77629  1.837
10 N -1.48174 -0.27731 -0.85440  -1.778
11 Si -2.62168 -0.52200 -2.11694  1.855
12 C -1.62897 -1.06153 -3.61665  -1.127
13 C -3.57685 1.02917 -2.57733  -1.136
14 C -3.91026 -1.83934 -1.73202  -1.135
15 C -1.71922 -1.82055 1.49763  -0.408
16 C -1.53428 -2.97454 0.74460  -0.214
17 C -1.70411 -4.22530 1.32403  -0.153
18 C -2.06171 -4.32953 2.65995  -0.222
19 C -2.24263 -3.18115 3.42086  -0.216
20 C -2.07007 -1.93325 2.84331  -0.188
21 C -2.76113 0.80804 1.45141  -0.312
22 C -2.49668 2.01050 2.09737  -0.204
23 C -3.54076 2.79308 2.57389  -0.219
24 C -4.85556 2.37865 2.40300  -0.209
25 C -5.12573 1.17330 1.76766  -0.219
26 C -4.08092 0.38790 1.30019  -0.211
27 C 3.01530 0.66879 1.19328  -0.409
28 C 3.90472 0.28667 2.19308  -0.128
29 C 5.05667 1.02773 2.43385  -0.231
30 C 5.33210 2.15641 1.67856  -0.206
31 C 4.45113 2.54591 0.67680  -0.213
32 C 3.30592 1.80423 0.43489  -0.193
33 C 1.72690 -1.86816 1.57508  -0.455
34 C 1.51599 -1.93828 2.95327  -0.132
35 C 1.60038 -3.15279 3.61506  -0.231
36 C 1.88619 -4.31416 2.90746  -0.200
37 C 2.07745 -4.25603 1.53639  -0.231
38 C 1.99160 -3.03782 0.87333  -0.128
39 H 5.03399 -1.72347 -2.02883  0.236
40 H 4.82442 -0.36898 -0.90958  0.242
41 H 4.29821 -1.98875 -0.44478  0.239
42 H 2.72356 -2.69258 -3.82129  0.234
43 H 2.05554 -3.36095 -2.33048  0.227
44 H 1.06383 -2.30913 -3.34567  0.239
45 H 3.67382 0.07489 -4.11597  0.238
46 H 1.99218 0.57568 -3.92162  0.227
47 H 3.26442 1.32317 -2.92829  0.229
48 H -0.77606 -0.39331 -3.78660  0.226
49 H -1.23531 -2.07474 -3.48716  0.233
50 H -2.24190 -1.04953 -4.52435  0.235
51 H -2.93041 1.81040 -2.98681  0.234
52 H -4.33044 0.78265 -3.33473  0.230
53 H -4.09215 1.44282 -1.70386  0.237
54 H -3.50669 -2.72136 -1.23032  0.239
55 H -4.72158 -1.43737 -1.11807  0.229
56 H -4.36251 -2.16923 -2.67438  0.237
57 H -1.24678 -2.88585 -0.29694  0.229
58 H -1.55545 -5.11864 0.72935  0.204
59 H -2.19906 -5.30492 3.11097  0.212
60 H -2.51806 -3.25952 4.46566  0.213
61 H -2.21091 -1.03826 3.43880  0.221
62 H -1.46170 2.30682 2.22700  0.238
63 H -3.32777 3.72465 3.08579  0.211
64 H -5.67052 2.98847 2.77449  0.213
65 H -6.14904 0.84084 1.64442  0.215
66 H -4.29459 -0.56329 0.82457  0.220
67 H 3.71761 -0.60220 2.77940  0.214
68 H 5.74431 0.71168 3.20974  0.214
69 H 6.23332 2.72783 1.86284  0.214
70 H 4.66383 3.42149 0.07530  0.212
71 H 2.63736 2.09543 -0.36496  0.222
72 H 1.25954 -1.03871 3.50141  0.220
73 H 1.42988 -3.19695 4.68364  0.214
74 H 1.94434 -5.26389 3.42515  0.213
75 H 2.28161 -5.16081 0.97545  0.213
76 H 2.11506 -3.00268 -0.20124  0.209
77 C -2.40529 4.10483 -0.88442  -0.257
78 O -1.73121 2.84141 -0.81707  -0.838
79 P -0.25328 2.62656 -1.35553  1.694
80 O 0.63688 3.75311 -0.62152  -0.857
81 C 0.76038 3.81156 0.81466  -0.276
82 O -0.35872 3.33421 -2.80375  -0.835
83 C 0.84269 3.58588 -3.54038  -0.258
84 H -3.15661 4.09738 -0.09844  0.203
85 H -2.88314 4.21451 -1.85663  0.195
86 H -1.71051 4.93005 -0.72737  0.186
87 H 1.76822 4.15037 1.04016  0.194
88 H 0.59345 2.83006 1.25775  0.241
89 H 0.03828 4.53476 1.19783  0.176
90 H 0.55052 3.78871 -4.56593  0.197
91 H 1.50375 2.71974 -3.52169  0.187
92 H 1.36412 4.44726 -3.12611  0.189

# 3
Here is a cluster of 4 separate species, C34H47F7N3O8PS4 in total at a distorted geometry from the Open Molecules 2025 dataset. Energies are from ωB97M-V with the def2-TZVPD basis set.

Summary:
E_LUMO = -2.7 eV
HOMO = -8.825 eV
E = -4722.123834 Eh
M = 918.0 g mol⁻¹
largest force on an atom = 0.181 Eh/bohr
HOMO-LUMO gap = 6.1 eV

Last column: Mulliken charge in e.
Geometry (Å):
1 O -1.45751 1.87992 4.18043  -0.541
2 C -1.02807 1.90686 2.91675  0.040
3 C -1.79819 1.81701 1.47338  -0.059
4 C -3.34494 2.10164 1.01369  -0.317
5 C -4.42113 2.52863 2.17534  -0.701
6 C -4.68182 1.14918 3.08393  -0.063
7 F -4.71486 1.43664 4.55592  -0.317
8 C -3.70228 1.93532 -0.60377  0.218
9 S -5.49801 2.34138 -1.06990  -0.088
10 C -2.61715 1.46849 -1.75473  0.078
11 C -2.91736 1.31022 -3.35786  -0.371
12 C -4.25899 0.44865 -3.73706  -0.394
13 C -5.25189 1.50281 -4.57412  -0.547
14 S -6.93707 0.78872 -4.97100  -0.067
15 C -7.71864 -0.02936 -3.47930  0.139
16 S -7.43300 -1.73201 -3.31211  -0.180
17 N -8.59235 0.62766 -2.43506  0.204
18 C -8.93648 2.07112 -2.14252  -0.211
19 C -10.00113 2.15688 -0.85599  -0.344
20 N -10.22816 0.69512 -0.42041  -0.468
21 C -9.37698 -0.12018 -1.38008  -0.100
22 C -1.04789 1.16549 -1.26086  0.630
23 C 0.16108 0.70776 -2.25977  -0.659
24 O 0.77099 1.71016 -2.95286  -0.495
25 C 0.76297 -0.79572 -2.48829  0.936
26 F 1.92114 -0.94749 -1.57048  -0.207
27 F 1.38690 -0.75849 -3.86871  -0.244
28 C -0.29681 -2.01515 -2.52948  0.512
29 F 0.35576 -3.19795 -3.19715  -0.281
30 F -1.42468 -1.63143 -3.45778  -0.265
31 C -0.96315 -2.53586 -1.15447  0.793
32 F -2.14390 -1.72882 -0.66780  -0.198
33 F -1.56903 -3.88715 -1.46937  -0.268
34 C 0.03311 -2.80127 0.11336  0.084
35 O 0.81709 -3.91531 0.11420  -0.512
36 O 0.14706 -1.95303 1.32900  -0.331
37 C -0.71280 1.36798 0.33046  0.614
38 C 0.66435 1.22590 1.20729  -0.105
39 O 1.81358 0.57991 0.99634  -0.580
40 N 0.42626 2.10390 2.44951  0.283
41 P 0.41094 3.87659 2.11453  0.137
42 S 2.16852 4.56537 1.54635  -0.364
43 H -3.92862 3.31242 2.89595  0.316
44 H -5.43718 2.95795 1.77751  0.349
45 H -5.62511 0.54209 2.71887  0.288
46 H -3.75305 0.41652 2.93740  0.126
47 H -5.61601 3.72567 -1.38566  0.221
48 H -2.02772 0.84245 -3.98136  0.181
49 H -3.04181 2.41855 -3.78343  0.445
50 H -3.95305 -0.37294 -4.52181  0.297
51 H -4.80677 -0.04629 -2.82567  0.266
52 H -4.67596 1.76353 -5.58131  0.358
53 H -5.28987 2.52303 -3.95475  0.221
54 H -8.55261 3.00480 -2.73473  0.349
55 H -10.49280 3.09875 -0.35708  0.297
56 H -9.42140 -1.30590 -1.25746  0.271
57 H 0.66392 -2.43723 2.05468  0.343
58 H -0.52445 4.26910 1.08973  0.118
59 H 0.02969 4.62224 3.31512  0.162
60 C 5.49888 2.47403 5.86695  -1.033
61 C 4.46321 1.90986 6.82570  -0.217
62 O 3.12084 2.21175 6.45357  -0.454
63 C 2.69017 1.72719 5.18379  -0.107
64 C 2.76297 0.21487 5.05749  -0.440
65 H 5.39221 3.56322 5.78488  0.310
66 H 6.51009 2.24395 6.21794  0.386
67 H 5.39224 2.06074 4.86209  0.219
68 H 4.62237 2.35295 7.81396  0.346
69 H 4.58741 0.82984 6.94969  0.243
70 H 3.25191 2.21854 4.38246  0.251
71 H 1.64662 2.04082 5.06449  0.030
72 H 3.78557 -0.15577 5.16091  -0.264
73 H 2.38748 -0.10407 4.08092  0.303
74 H 2.16143 -0.26356 5.83784  0.381
75 C 3.61418 -2.43440 -8.72775  -0.993
76 C 2.40062 -1.71509 -9.29337  -0.322
77 O 1.20201 -1.96300 -8.56299  -0.450
78 C 1.20311 -1.57475 -7.19118  -0.233
79 C 1.44563 -0.08934 -6.98353  -0.807
80 H 3.43795 -3.51717 -8.69644  0.276
81 H 4.49687 -2.23826 -9.34505  0.383
82 H 3.84090 -2.11278 -7.70938  0.252
83 H 2.22606 -2.07131 -10.31364  0.340
84 H 2.58059 -0.63856 -9.37047  0.285
85 H 1.92607 -2.17584 -6.62983  0.273
86 H 0.21496 -1.82967 -6.79097  0.250
87 H 2.42356 0.22206 -7.35830  0.280
88 H 1.39945 0.15877 -5.91925  0.196
89 H 0.68965 0.49951 -7.51405  0.283
90 C 7.88319 -4.31747 5.74260  -1.018
91 C 6.76819 -3.63984 6.52213  -0.341
92 O 6.54328 -2.28748 6.13212  -0.399
93 C 6.17017 -2.07277 4.77297  -0.302
94 C 4.88092 -2.77508 4.38185  -1.130
95 H 8.82139 -3.75852 5.85119  0.286
96 H 8.03701 -5.33897 6.10531  0.384
97 H 7.65961 -4.37233 4.67539  0.261
98 H 7.04336 -3.61959 7.58146  0.332
99 H 5.83762 -4.21177 6.45739  0.305
100 H 6.99229 -2.35546 4.10716  0.313
101 H 6.03360 -0.99201 4.65088  0.266
102 H 4.96104 -3.86058 4.47688  0.371
103 H 4.62314 -2.54713 3.34358  0.378
104 H 4.05751 -2.45038 5.02704  0.328